Record 1
A structure of composition C33H29BrFeN2O6Se in a non-equilibrium geometry. Source: the OMol25 dataset; level of theory: wB97M-V/def2-TZVPD.

Each line ends with the Löwdin spin population.
CARTESIAN COORDINATES (ANGSTROEM)
1 Fe 0.008 -0.929 0.144  3.747
2 O 4.207 -0.693 0.483  0.007
3 C 3.038 -0.488 0.821  0.005
4 O 2.048 -0.276 0.049  0.040
5 C 2.730 -0.418 2.336  0.000
6 C 1.643 0.634 2.605  0.000
7 C 1.624 1.000 4.100  0.000
8 C 0.971 -0.266 4.708  0.001
9 C 0.735 -1.115 3.445  0.000
10 O 0.436 -0.116 2.469  0.017
11 C 2.071 -1.697 2.951  0.000
12 C 1.819 -2.864 1.960  0.003
13 O 2.492 -3.890 2.112  0.004
14 O 0.896 -2.681 1.107  0.030
15 H 3.666 -0.176 2.840  0.000
16 H 1.633 1.469 1.910  0.000
17 H 1.013 1.888 4.270  0.000
18 H 2.628 1.193 4.482  0.000
19 H 0.023 -0.033 5.195  0.000
20 H 1.613 -0.780 5.426  0.000
21 H -0.080 -1.832 3.509  0.000
22 H 2.664 -2.105 3.768  0.000
23 Br -5.655 -3.103 4.786  0.000
24 C -4.404 -2.242 3.618  0.001
25 C -4.072 -0.899 3.854  0.001
26 C -3.214 -0.258 3.003  0.001
27 C -2.625 -0.914 1.870  0.004
28 O -1.853 -0.285 1.107  0.023
29 C -2.965 -2.306 1.686  0.002
30 C -2.410 -3.083 0.632  0.006
31 N -1.614 -2.638 -0.274  0.025
32 C -1.174 -3.432 -1.320  0.000
33 C -1.634 -4.696 -1.654  0.004
34 C -1.141 -5.377 -2.774  -0.001
35 C -0.207 -4.810 -3.601  0.003
36 C 0.268 -3.510 -3.326  0.000
37 C 1.178 -2.825 -4.158  0.003
38 C 1.583 -1.563 -3.820  0.000
39 C 1.087 -0.979 -2.645  0.007
40 N 0.230 -1.587 -1.861  0.021
41 C -0.199 -2.832 -2.174  0.002
42 C -3.861 -2.933 2.571  0.000
43 H -4.479 -0.390 4.719  0.000
44 H -2.940 0.777 3.161  0.000
45 H -2.704 -4.140 0.647  0.001
46 H -2.387 -5.175 -1.044  0.000
47 H -1.513 -6.372 -2.992  0.000
48 H 0.170 -5.345 -4.465  0.000
49 H 1.540 -3.311 -5.056  0.000
50 H 2.266 -1.005 -4.446  0.000
51 H 1.393 0.006 -2.314  0.001
52 H -4.118 -3.974 2.412  0.000
53 C 1.243 6.943 -3.507  0.001
54 C 0.796 5.660 -2.850  0.003
55 C 0.632 5.574 -1.474  0.000
56 C 0.206 4.405 -0.853  0.003
57 C 0.049 4.385 0.641  0.001
58 C -0.088 3.259 -1.624  0.007
59 Se -0.819 1.704 -0.750  0.020
60 C 0.108 3.335 -3.018  0.002
61 C -0.131 2.142 -3.903  0.001
62 C 0.534 4.524 -3.602  0.000
63 H 1.337 7.742 -2.769  0.000
64 H 0.529 7.268 -4.269  0.000
65 H 2.214 6.823 -3.996  0.000
66 H 0.836 6.451 -0.864  0.000
67 H 0.250 5.371 1.071  0.000
68 H 0.728 3.655 1.088  0.000
69 H -0.959 4.065 0.908  0.000
70 H -0.884 1.491 -3.460  0.000
71 H 0.788 1.557 -4.012  0.000
72 H -0.454 2.454 -4.901  0.000
73 H 0.659 4.563 -4.683  0.000

Computed properties:
Total charge   -2
Maximum force   1.188 eV Å⁻¹
E_HOMO (alpha / beta)   -1.245 / -1.336 eV
2S+1   5

Record 2
A structure of composition C4H10NO in a non-equilibrium geometry. Source: the OMol25 dataset; level of theory: wB97M-V/def2-TZVPD.

Each line ends with the natural charge from an NBO analysis.
CARTESIAN COORDINATES (ANGSTROEM)
1 C 1.794 -0.564 -0.368  -0.029
2 O 3.118 -0.687 -0.217  -0.843
3 C 1.390 0.977 -0.467  -0.437
4 C -0.888 0.624 0.779  -0.466
5 C -1.813 -0.548 0.529  -0.335
6 N -1.905 -1.548 -0.594  -0.820
7 H 1.468 -0.972 -1.354  0.110
8 H 1.240 -0.873 0.546  0.094
9 H -0.312 0.449 1.709  0.191
10 H 1.958 1.674 0.159  0.194
11 H 0.191 0.763 -0.052  0.187
12 H -1.233 1.649 0.936  0.200
13 H -2.615 -0.240 -0.176  0.308
14 H -2.127 -0.988 1.485  0.180
15 H -1.611 -1.004 -1.413  0.288
16 H 1.348 1.286 -1.501  0.178

Computed properties:
Total charge   -1
Maximum force   2.055 eV Å⁻¹
E_HOMO   -2.201 eV